Density functional theory data (ωB97M-V with the def2-TZVPD basis set) for a cluster of 2 separate species, C2H8N2O in total.

Each line ends with the Mulliken charge.
CARTESIAN COORDINATES (ANGSTROEM)
H (0.49, 0.98, -0.58)  0.244
H (0.74, 1.51, 1.96)  0.341
N (0.38, 0.40, 0.23)  -0.214
H (-0.50, -1.25, -1.99)  0.367
C (1.29, 0.87, 1.28)  -0.872
H (-0.74, -0.33, -3.23)  0.306
H (-1.18, 0.28, 1.53)  0.296
C (-0.82, -0.16, 0.58)  0.027
H (1.83, 0.07, 1.78)  0.268
H (2.12, 1.32, 0.73)  0.303
O (-0.17, -1.02, -2.88)  -0.688
N (-1.34, -1.17, 0.00)  -0.613
H (-2.10, -1.50, 0.59)  0.235

Its orbital gap is 10.23 eV. The calculation puts the total energy at -7230.55979 eV. As for the highest occupied orbital energy: -0.34203 hartree. The energy above the lowest of the compared OMol25 structures with the same formula, charge and spin is 40.8 kcal per mole. As for the SMILES: [H]/N=C/NC.O.